ORCA calculation (ωB97M-V/def2-TZVPD) on a 2-piece molecular cluster, C4H12 overall.

Structure (XYZ):
```
16
Properties=species:S:1:pos:R:3:forces:R:3
C 0.09735 0.97946 -1.49626 -0.68 -0.43 0.34
C 0.64304 0.00180 -2.52874 0.13 0.41 -0.30
H 0.81259 1.31091 -0.74393 0.26 0.18 -0.32
H -0.35106 1.81793 -2.02229 0.21 0.35 0.10
H -0.72259 0.56071 -0.90560 0.07 -0.21 -0.19
H -0.16082 -0.38334 -3.15523 -0.07 -0.07 0.04
H 1.19572 -0.84576 -2.13386 0.00 -0.02 0.24
H 1.30813 0.55236 -3.19924 0.11 -0.18 0.00
C -1.03285 -0.38811 1.70040 -0.03 0.45 -0.01
C 0.32098 -0.60571 2.38126 -0.10 -0.12 -0.18
H -1.14129 0.62858 1.30749 0.05 -0.06 0.24
H -1.11309 -1.03986 0.83323 -0.09 -0.13 -0.02
H -1.89071 -0.56720 2.35105 0.13 -0.15 0.03
H 1.10275 -0.07760 1.83519 0.08 -0.11 -0.05
H 0.38550 -0.27141 3.41796 -0.25 0.05 -0.06
H 0.54635 -1.67277 2.35856 0.19 0.05 0.14
```
Forces are in eV/Å.

Computed properties:
Highest occupied orbital energy = -11.6 eV
Total energy = -159.58042 Eh
Max |F| = 0.9 eV/Å
Energy relative to the best compared isomer or geometry (same formula, charge and spin) = 11.9 kJ/mol